This record from the Open Molecules 2025 dataset describes an isolated ion of composition C3H10N3S and charge +1. The level of theory is ωB97M-V with the def2-TZVPD basis set.

Each line ends with the Löwdin charge.
Cartesian coordinates (Å):
H: 0.84777 2.17037 0.25516  0.083
C: 1.69946 -0.18002 -1.44010  0.163
N: -0.69113 -2.05849 1.56009  -0.049
H: -1.35760 0.45136 -1.05109  0.116
H: 2.38375 -0.98236 -1.82408  0.137
N: 0.48307 -0.35587 -1.06359  0.028
H: -1.73363 -0.54121 0.84526  0.060
H: -0.41122 1.59975 -1.74223  0.118
C: -0.13643 1.65589 0.30271  -0.496
H: 1.98530 0.86453 -1.73887  0.137
S: -0.02289 0.67002 1.77418  0.905
N: -0.82709 -0.79891 1.03878  -0.448
H: -0.07189 -0.94387 -0.39323  0.094
H: -1.10411 -2.43622 2.46587  0.132
C: -0.37581 0.86957 -0.99187  -0.203
H: 0.31064 -2.38883 1.55343  0.113
H: -0.97821 2.40428 0.44958  0.109

The LUMO energy is -4.93 eV. As for the SMILES: C=[NH+]CCSNN. The total charge is +1. As for the spin multiplicity: 1. For the maximum force, the calculation gives 3.822 eV/Å.


This record from the Open Molecules 2025 dataset describes an isolated ion of composition C3H10N3S and charge +1. The level of theory is ωB97M-V with the def2-TZVPD basis set.

Each line ends with the Löwdin charge.
Cartesian coordinates (Å):
H: -2.74306 1.52273 0.73231  0.140
C: -2.23521 0.75226 0.15662  -0.191
H: 2.63051 -1.18732 -0.22457  0.050
H: -2.89774 0.39352 -0.64050  0.130
H: -0.63718 2.10489 -0.05625  0.100
H: -0.22866 -1.69839 0.78841  0.134
H: -1.55634 -0.12070 1.91250  0.131
N: 0.01858 0.14836 -0.33283  -0.313
S: 1.39272 0.62395 0.76922  0.949
C: -0.85000 -1.00989 0.21910  -0.185
H: 0.40054 -0.03947 -1.26606  0.146
N: -1.01224 1.26473 -0.49258  0.029
N: -1.84079 -0.36925 0.97242  -0.012
H: 3.63780 0.09328 0.46459  0.057
H: -1.29097 -1.50191 -0.65615  0.145
H: 2.87288 0.36959 -1.10874  0.051
C: 2.75646 -0.11109 -0.14120  -0.361

The LUMO energy is -3.76 eV. As for the SMILES: CS[N@H+]1CNCN1. The total charge is +1. As for the spin multiplicity: 1. For the maximum force, the calculation gives 1.621 eV/Å.


This record from the Open Molecules 2025 dataset describes one molecule with the formula C3H10N4. The level of theory is ωB97M-V with the def2-TZVPD basis set.

Each line ends with the Löwdin charge.
Cartesian coordinates (Å):
C: -0.55935 -0.84081 0.68566  -0.220
H: 0.18082 1.34887 -1.06633  0.081
H: 1.52957 -0.95680 -0.78338  0.061
H: -0.19704 0.31612 -2.47539  0.085
H: 1.60898 1.53690 0.85268  0.064
H: -2.10692 1.03879 -0.12116  0.107
H: 1.37303 0.97290 2.34127  0.070
H: 2.16851 -1.61358 0.53702  0.074
H: -0.47506 -1.89851 0.96820  0.104
N: -0.99605 -0.80874 -0.70269  -0.039
N: 0.92324 1.04932 1.42674  0.020
N: 0.77794 -0.23583 0.88770  -0.360
N: 1.88066 -0.71274 0.14612  0.045
H: -1.26306 -0.36682 1.38722  0.114
H: -2.59233 0.23603 -1.69277  0.095
C: -0.43478 0.54628 -1.44379  -0.089
C: -1.81818 0.38862 -0.94710  -0.211

The LUMO energy is 1.19 eV. As for the SMILES: NN(N)CN1CC1. The total charge is 0. As for the spin multiplicity: 1. For the maximum force, the calculation gives 3.220 eV/Å.


This record from the Open Molecules 2025 dataset describes one molecule with the formula C3H10N4. The level of theory is ωB97M-V with the def2-TZVPD basis set.

Each line ends with the Löwdin charge.
Cartesian coordinates (Å):
N: -0.39584 -0.62862 0.02988  -0.223
H: -0.27041 2.12014 -0.73054  0.067
H: -0.69831 2.01078 0.98804  0.069
H: -1.69679 -1.36298 -1.39762  0.077
H: -0.89004 -0.77611 2.04510  0.069
H: 0.96891 2.38493 0.48954  0.077
H: -0.37066 -0.33874 -2.01308  0.085
C: -1.11486 -0.45833 -1.22715  -0.093
H: 1.76134 -1.94744 0.19261  0.059
N: -1.38871 -0.49224 1.20496  0.050
C: 2.32568 -1.02700 0.05044  -0.079
N: 0.45420 0.40677 0.37234  -0.260
N: 1.81157 0.12157 -0.04256  0.004
H: -2.18241 -1.11502 1.06671  0.058
C: 0.08026 1.80258 0.25538  -0.085
H: -1.79275 0.40008 -1.22715  0.071
H: 3.39882 -1.10038 -0.05690  0.053

The LUMO energy is 1.09 eV. As for the SMILES: C=NN(C)N(C)N. The total charge is 0. As for the spin multiplicity: 1. For the maximum force, the calculation gives 3.563 eV/Å.


This record from the Open Molecules 2025 dataset describes one molecule with the formula C3H10N4O. The level of theory is ωB97M-V with the def2-TZVPD basis set.

Each line ends with the Löwdin charge.
Cartesian coordinates (Å):
C: 0.46338 0.11550 -0.58762  -0.700
C: 0.40046 -1.68211 0.89760  -0.257
H: 0.22244 0.29801 -2.61191  0.079
C: -1.00114 1.09124 1.24994  -0.107
N: 0.16410 -0.41449 -1.89518  0.108
H: 0.57095 2.16551 -0.78120  0.076
H: 1.81802 1.48702 0.08878  0.084
H: -0.86543 -2.36647 -0.35234  0.049
H: -0.18620 0.97492 1.96255  0.083
N: -0.33386 -2.60447 0.48206  0.117
H: 0.81003 -1.15300 -2.14915  0.089
H: -1.60587 0.11945 -0.44703  0.114
H: 0.89758 -1.79230 1.85895  0.114
O: 1.26041 -0.74428 0.16316  -0.043
N: -0.80918 0.12876 0.17944  -0.071
H: -1.95441 0.88056 1.73163  0.083
N: 1.18368 1.36566 -0.68861  0.113
H: -1.03493 2.13047 0.89894  0.068

The LUMO energy is 0.82 eV. As for the SMILES: [H]/N=C\OC(N)(N)NC. The total charge is 0. As for the spin multiplicity: 1. For the maximum force, the calculation gives 3.363 eV/Å.


This record from the Open Molecules 2025 dataset describes one molecule with the formula C3H10N4O. The level of theory is ωB97M-V with the def2-TZVPD basis set.

Each line ends with the Löwdin charge.
Cartesian coordinates (Å):
H: -2.53449 -0.20666 -0.78591  0.085
C: -2.19152 0.48302 -0.01668  0.000
H: 0.54475 -2.30290 0.30842  0.087
H: -0.85476 -1.70705 1.21448  0.082
H: 1.65666 0.29839 1.97272  0.075
N: 2.06248 0.34255 -1.17781  0.032
H: 2.09418 -0.36861 -1.89722  0.084
H: -2.40308 0.05362 0.95979  0.079
O: -0.28060 1.84981 -0.48803  0.022
H: -1.01464 -2.06693 -0.51844  0.084
N: 1.54607 -0.17223 -0.00986  -0.232
H: 1.56148 1.69258 0.95596  0.070
N: 1.86316 0.72531 1.07817  0.045
C: -0.71224 0.75193 -0.17382  -0.511
H: 1.63292 1.22684 -1.45888  0.076
C: -0.34347 -1.67760 0.24965  -0.059
N: 0.09518 -0.34715 -0.08737  -0.103
H: -2.72209 1.42509 -0.12518  0.085

The LUMO energy is 0.80 eV. As for the SMILES: CC(=O)N(C)N(N)N. The total charge is 0. As for the spin multiplicity: 1. For the maximum force, the calculation gives 1.988 eV/Å.


This record from the Open Molecules 2025 dataset describes one molecule with the formula C3H10N4O2. The level of theory is ωB97M-V with the def2-TZVPD basis set.

Each line ends with the Löwdin charge.
Cartesian coordinates (Å):
N: 2.02235 -0.36189 -0.70376  0.178
H: -0.15703 0.43014 -2.25671  0.082
H: 0.66133 1.89512 -1.66234  0.086
C: -1.04761 -0.38469 0.29308  -0.748
N: 1.50193 0.07407 1.52209  0.166
H: 0.71310 0.29376 2.12648  0.092
O: -0.25009 -1.47631 0.25858  -0.091
O: -2.15832 -0.46102 -0.58294  0.019
H: -1.10074 1.74713 -1.56343  0.087
H: 1.66313 -0.75728 -1.55879  0.108
H: -2.02584 -0.85564 1.98506  0.087
C: -0.16152 1.20611 -1.47581  -0.078
C: 1.07431 -0.07277 0.23077  -0.466
H: 2.85877 -0.81600 -0.36990  0.110
N: -1.50687 -0.05629 1.63582  0.110
N: -0.06655 0.69474 -0.11815  -0.032
H: -1.92038 -1.13035 -1.23699  0.098
H: -2.13545 0.74064 1.60220  0.084
H: 2.03549 -0.70946 1.87473  0.110

The LUMO energy is 0.81 eV. The total charge is 0. As for the spin multiplicity: 1. For the maximum force, the calculation gives 0.471 eV/Å.


This record from the Open Molecules 2025 dataset describes a 2-piece molecular cluster, C3H10N5 overall. The level of theory is ωB97M-V with the def2-TZVPD basis set.

Each line ends with the Löwdin charge.
Cartesian coordinates (Å):
H: 2.34265 -1.92316 1.11467  0.083
H: 2.80709 -1.01690 -0.29468  0.074
C: 0.50845 -1.12552 -1.80957  0.022
H: 3.07778 -0.25607 1.37797  0.144
H: -0.12451 -0.92098 -2.66398  0.101
N: 1.17289 -0.23229 0.50866  -0.099
H: -2.97411 2.12950 -0.21505  0.118
C: 0.30895 -0.33857 -0.56989  -0.268
N: -2.74346 1.71322 0.64815  0.239
C: 2.44060 -0.95864 0.70012  0.044
H: -3.07345 0.78050 0.59934  0.107
H: -3.34791 2.12956 1.37863  0.160
N: 0.68993 0.59682 1.38970  0.107
H: 0.32747 -2.15393 -1.63907  0.087
H: -1.76040 1.33175 0.93155  0.019
N: -0.71638 0.36406 -0.21631  0.073
H: 1.48160 -1.09766 -2.17011  0.064
N: -0.41720 0.97833 0.92987  -0.075

The LUMO energy is -2.84 eV. The total charge is +1. As for the spin multiplicity: 1. For the maximum force, the calculation gives 3.580 eV/Å.